Record 1
# C40H39AlAsNO9P3STe2

A structure of composition C40H39AlAsNO9P3STe2 (the ωB97M-V functional and the def2-TZVPD basis, the Open Molecules 2025 dataset).

Atoms and positions in Å:
Al 0.70414 -0.21029 -0.89015
Te -2.72532 -0.83451 2.40086
C -2.54496 -0.40679 4.47955
C -2.06359 0.81508 4.93374
C -1.92782 1.03016 6.29586
N -2.24496 0.12977 7.22711
C -2.71569 -1.03545 6.78723
C -2.87692 -1.35101 5.44574
C -1.01576 0.04374 1.70003
P -0.90773 1.28357 0.45169
C -2.57565 1.74627 -0.10333
C -3.07698 1.12938 -1.24670
C -4.36099 1.42208 -1.68810
C -5.14636 2.32832 -0.99147
C -4.65119 2.94425 0.15148
C -3.37016 2.65407 0.59343
C -0.24539 2.84316 1.13292
C 0.09021 3.86341 0.24338
C 0.66801 5.03479 0.70662
C 0.93148 5.19310 2.06176
C 0.62090 4.17357 2.95011
C 0.03616 3.00319 2.48502
P 0.49635 -0.82446 1.46437
C 1.67073 -0.09453 2.65984
C 2.84512 0.51934 2.24259
C 3.62411 1.22690 3.15011
C 3.23972 1.32104 4.47825
C 2.05575 0.72584 4.90018
C 1.26925 0.03877 3.99055
C 0.27551 -2.58181 1.85863
C -0.36171 -3.33450 0.87564
C -0.65300 -4.67072 1.09315
C -0.30329 -5.26691 2.29682
C 0.33397 -4.52136 3.27839
C 0.62083 -3.18062 3.06282
H -1.79206 1.59150 4.23042
H -1.54822 1.98000 6.65955
H -2.96627 -1.76661 7.54979
H -3.23570 -2.33403 5.16442
H -2.45602 0.41388 -1.77048
H -4.74420 0.94198 -2.58058
H -6.14756 2.55682 -1.33673
H -5.26540 3.64961 0.69752
H -2.97705 3.13959 1.47964
H -0.08872 3.73029 -0.81789
H 0.93350 5.81676 0.00585
H 1.39701 6.10301 2.42048
H 0.84950 4.28065 4.00380
H -0.16475 2.18150 3.16045
H 3.15326 0.45831 1.20678
H 4.52955 1.71159 2.80753
H 3.84949 1.87406 5.18225
H 1.73370 0.81601 5.93058
H 0.30980 -0.35939 4.30532
H -0.64316 -2.85888 -0.05994
H -1.15411 -5.24696 0.32498
H -0.52567 -6.31286 2.46837
H 0.61024 -4.98450 4.21751
H 1.13251 -2.61170 3.82752
O 0.02455 -0.60618 -5.75234
As -0.59503 -0.70124 -3.91120
O 1.12378 -1.61578 -3.83336
O -0.43989 -0.76282 -2.01804
C -0.40595 1.28383 -3.88579
C -1.58395 1.82533 -4.40193
C -1.81468 3.19063 -4.46418
C -0.84041 4.07102 -4.02426
C 0.34785 3.56525 -3.52386
C 0.55997 2.19352 -3.44216
S 2.12005 1.70901 -2.71190
O 2.67171 0.62816 -3.47669
O 2.90584 2.89921 -2.55079
O 1.68098 1.23473 -1.32574
H -0.76949 -0.76576 -6.27373
H -2.35834 1.15510 -4.76554
H -2.75417 3.56026 -4.85657
H -0.99704 5.14108 -4.06877
H 1.13509 4.22599 -3.18653
C 0.18722 -5.64850 -2.60628
C 0.23454 -4.15812 -2.82912
O 1.59108 -3.73237 -2.56762
P 2.03507 -2.23968 -2.81890
O 2.13376 -1.50331 -1.46072
Te 3.53379 -2.34803 0.01223
O 3.49035 -2.33110 -3.36099
C 3.72601 -2.72519 -4.73426
C 3.70224 -1.52615 -5.65569
H -0.81757 -6.01970 -2.81496
H 0.44668 -5.88758 -1.57522
H 0.89035 -6.15600 -3.26691
H -0.43688 -3.62315 -2.15505
H -0.02720 -3.88670 -3.85263
H 2.98193 -3.47154 -5.02516
H 4.70238 -3.20632 -4.71407
H 2.69968 -1.10721 -5.73110
H 4.03930 -1.83322 -6.64851
H 4.37194 -0.75491 -5.27692

Force components x, y, z for each atom (eV/Å):
Al 0.172 0.459 0.196
Te -0.044 0.091 0.275
C -0.026 0.000 0.013
C -0.020 0.039 -0.008
C -0.018 -0.017 -0.016
N -0.002 -0.009 0.007
C 0.012 0.020 0.006
C -0.010 -0.013 -0.059
C -0.054 -0.234 -0.480
P -0.115 -0.006 0.063
C 0.002 0.011 -0.021
C -0.108 -0.008 0.063
C 0.030 -0.017 0.000
C -0.024 0.008 0.004
C 0.004 -0.009 -0.013
C 0.055 0.071 -0.009
C -0.088 0.071 0.042
C -0.025 0.049 0.047
C -0.012 -0.030 -0.046
C 0.006 0.001 0.038
C 0.017 0.031 -0.016
C 0.062 -0.064 -0.064
P 0.185 -0.039 0.086
C -0.060 -0.047 0.077
C 0.003 0.039 0.003
C 0.002 0.012 -0.016
C -0.011 -0.001 0.001
C 0.008 0.012 -0.006
C -0.001 -0.059 -0.012
C -0.049 0.032 0.036
C -0.060 -0.018 0.006
C 0.008 0.037 -0.032
C 0.021 -0.006 0.032
C -0.016 -0.029 -0.016
C 0.084 0.008 -0.045
H -0.015 0.006 0.013
H 0.005 0.002 0.001
H -0.003 0.000 -0.002
H 0.001 -0.001 0.000
H 0.021 -0.021 -0.019
H -0.002 0.003 0.002
H 0.003 -0.001 -0.003
H 0.003 -0.002 0.006
H -0.010 -0.003 -0.007
H -0.017 0.006 -0.007
H 0.000 0.001 0.003
H -0.002 0.000 0.000
H -0.006 -0.007 0.001
H 0.003 0.022 -0.002
H -0.006 -0.015 0.015
H 0.000 0.003 0.006
H 0.002 0.000 0.003
H -0.006 -0.003 0.005
H 0.056 -0.035 0.003
H -0.015 0.005 0.006
H 0.002 0.000 -0.002
H -0.001 0.002 0.007
H 0.000 0.000 -0.001
H 0.001 0.025 0.009
O -0.103 0.007 0.100
As 0.078 0.018 -0.121
O -0.091 -0.054 -0.164
O -0.072 -0.241 -0.098
C -0.015 0.055 0.040
C -0.003 0.031 0.008
C 0.017 0.020 0.008
C -0.027 -0.035 -0.017
C 0.041 0.035 0.004
C 0.057 -0.100 -0.014
S -0.208 0.261 0.161
O 0.044 -0.032 -0.039
O 0.017 -0.038 -0.049
O 0.309 -0.131 -0.146
H 0.034 -0.030 -0.025
H 0.012 -0.017 0.015
H 0.003 0.006 0.001
H -0.007 0.002 -0.005
H -0.007 -0.003 0.005
C -0.023 -0.007 0.010
C 0.018 0.049 0.110
O 0.013 0.044 -0.138
P 0.121 -0.120 -0.168
O -0.194 -0.025 0.241
Te 0.139 -0.059 0.100
O -0.097 0.023 0.096
C -0.012 0.004 -0.097
C 0.010 -0.005 0.035
H 0.000 -0.003 0.013
H 0.009 0.000 -0.003
H -0.004 -0.001 -0.007
H -0.015 -0.001 -0.025
H 0.007 -0.021 -0.012
H 0.007 -0.002 0.004
H 0.003 0.003 0.013
H 0.008 0.005 0.000
H -0.012 -0.012 -0.002
H 0.000 0.003 -0.011

Output
Charge: -1
LUMO in eV: 2.0
ΔE to the lowest compared entry with this formula, charge and spin in eV: 1.679
Spin multiplicity: 1
M in g mol⁻¹: 1159.843
HOMO in eV: -4.7432

Record 2
# C40H39CrFN7O8S

A structure of composition C40H39CrFN7O8S at a distorted geometry (the ωB97M-V functional and the def2-TZVPD basis, the Open Molecules 2025 dataset).

Atoms and positions in Å:
Cr -0.08890 0.22492 0.20234
C 3.10496 0.17394 -2.51615
C 1.78528 0.36779 -1.83912
N 1.65237 0.44496 -0.53286
N 2.70344 0.39473 0.27798
C 2.31014 0.19157 1.52493
O 1.09061 0.02337 1.84129
C 3.35754 0.15787 2.55829
C 3.01617 0.02623 3.90300
C 3.99799 0.08917 4.87411
C 5.32279 0.27616 4.51285
C 5.67158 0.37765 3.17412
C 4.69540 0.31402 2.20030
C 0.53639 0.40741 -2.52870
C 0.38642 0.26394 -3.91802
C -0.87654 0.29587 -4.46660
C -1.96599 0.55925 -3.63672
C -1.74219 0.71425 -2.27960
N -0.55031 0.58320 -1.72632
H 3.89899 0.34194 -1.79205
H 3.21714 0.85676 -3.35754
H 3.17391 -0.85296 -2.87606
H 1.97568 -0.10649 4.16228
H 3.73758 0.00211 5.91885
H 6.08650 0.34164 5.27482
H 6.70860 0.51187 2.89861
H 4.93227 0.39856 1.15254
H 1.25405 0.09422 -4.53627
H -1.02145 0.12064 -5.52515
H -2.96573 0.62432 -4.03592
H -2.54643 0.91136 -1.58802
F -7.14394 -2.43049 -1.85661
C -6.00458 -3.17992 -1.85108
C -4.83981 -2.60333 -1.38904
C -3.66141 -3.31050 -1.44812
C -2.43459 -2.77084 -0.75349
O -2.50585 -1.39907 -0.56940
C -1.20688 -3.25436 -1.46777
C -1.25429 -4.39229 -2.16114
N -2.40789 -5.13538 -2.36076
C -2.32447 -6.35788 -3.08748
C -2.57589 -7.64895 -2.35303
C -1.19355 -7.29286 -2.80258
C -3.62458 -4.56504 -2.08304
C -4.83863 -5.18679 -2.40363
C -6.05196 -4.51284 -2.25003
N -7.28887 -5.18435 -2.38449
C -8.47289 -4.77609 -1.67354
C -9.01150 -6.01094 -0.89687
N -8.09882 -7.13063 -1.21839
C -8.13898 -7.42835 -2.66751
C -7.57365 -6.16837 -3.38764
C 0.09346 -2.52075 -1.26530
O 1.05869 -2.80079 -1.96917
O 0.08185 -1.67964 -0.31278
H -4.82931 -1.61036 -0.96947
H -0.36077 -4.78395 -2.61997
H -2.67323 -6.27495 -4.11512
H -3.09593 -8.44926 -2.86040
H -2.78577 -7.57281 -1.29732
H -0.76350 -7.82869 -3.63208
H -0.48320 -7.00424 -2.04609
H -4.82639 -6.19558 -2.79163
H -9.23695 -4.39712 -2.36355
H -8.24137 -3.98312 -0.96730
H -10.02670 -6.26866 -1.19607
H -8.99754 -5.83121 0.17720
H -8.27999 -7.95434 -0.64301
H -7.14818 -6.74758 -1.04890
H -9.17014 -7.62995 -2.95812
H -7.53960 -8.31394 -2.87634
H -8.31511 -5.79231 -4.10505
H -6.66834 -6.40791 -3.94233
C 0.31123 -3.36406 6.25206
C -0.40754 -2.99687 4.98791
C 0.29422 -2.84893 3.79782
C -0.34677 -2.42830 2.64545
C -1.69780 -2.15039 2.68184
C -2.42440 -2.33593 3.84167
C -1.77828 -2.76211 4.99165
S -2.52259 -1.48339 1.16584
O -3.91258 -1.33500 1.53476
O -2.41785 -3.16956 0.58573
N -1.75760 -0.04081 1.13708
C -1.97258 0.87692 2.19907
C -1.39359 2.22989 1.66133
O -1.78062 3.29188 2.10825
O -0.51815 2.05639 0.75809
H 1.31042 -3.73216 6.02960
H -0.23325 -4.12320 6.81086
H 0.40191 -2.48206 6.88678
H 1.35599 -3.05452 3.76361
H 0.20554 -2.30895 1.72775
H -3.48373 -2.13444 3.83174
H -2.33570 -2.90471 5.90708
H -1.38367 0.62412 3.09682
H -3.03387 0.95398 2.46679

Force components x, y, z for each atom (eV/Å):
Cr -1.470 -0.053 1.548
C -0.225 0.103 0.197
C 1.143 0.109 1.472
N 0.655 -0.050 -2.239
N 1.274 -0.036 0.298
C -0.027 -0.046 -0.654
O -0.521 0.347 -0.238
C 0.263 0.031 0.372
C -0.162 0.031 -0.286
C 0.087 -0.021 0.106
C 0.035 -0.028 0.022
C 0.109 -0.020 0.075
C -0.165 0.020 -0.032
C -1.049 0.078 -0.670
C 0.206 -0.040 0.501
C -0.297 0.103 0.261
C 0.320 -0.040 -0.109
C -0.708 -0.024 -0.102
N 1.006 0.345 -0.566
H -0.023 0.016 -0.071
H 0.041 0.016 -0.052
H -0.015 -0.084 -0.045
H -0.076 0.009 0.027
H -0.069 -0.009 0.072
H 0.050 -0.010 0.059
H 0.034 0.007 -0.044
H 0.091 0.033 -0.082
H 0.081 -0.038 0.026
H 0.026 0.075 0.003
H -0.084 0.051 0.042
H -0.105 -0.028 0.021
F 0.015 -0.056 -0.016
C 0.086 0.035 0.083
C -0.234 -0.251 -0.193
C 0.134 -0.061 -0.088
C 0.132 -0.883 -0.823
O -0.240 -0.224 0.372
C -0.153 0.317 0.015
C 0.188 0.397 0.008
N 0.397 -0.192 0.167
C -0.175 -0.119 -0.120
C -0.143 -0.122 -0.065
C 0.007 0.064 0.014
C -0.561 0.280 0.128
C 0.017 0.022 -0.079
C 0.292 0.369 0.211
N -0.070 0.217 -0.136
C -0.014 0.173 0.078
C -0.442 0.613 0.132
N 0.225 -0.309 0.351
C 0.028 -0.169 -0.768
C 0.082 0.149 -0.184
C 0.335 -0.510 -0.550
O 0.079 -0.013 -0.167
O -0.133 0.087 0.598
H -0.118 0.131 0.108
H 0.098 -0.021 -0.009
H 0.033 -0.169 0.000
H -0.019 -0.019 -0.094
H 0.004 0.081 0.103
H -0.002 -0.039 -0.126
H 0.049 0.061 0.112
H -0.011 -0.104 0.032
H 0.014 -0.031 0.098
H -0.034 -0.128 -0.112
H 0.102 -0.199 0.013
H 0.067 -0.165 -0.020
H 0.108 0.114 -0.068
H -0.218 -0.272 0.094
H 0.047 -0.020 0.174
H -0.016 0.016 0.165
H 0.027 -0.080 0.018
H -0.065 -0.030 0.058
C -0.057 0.039 -0.028
C 0.002 -0.066 -0.005
C -0.135 0.039 -0.055
C 0.161 -0.053 0.010
C -0.304 0.185 -0.371
C -0.137 0.077 -0.052
C 0.171 0.004 -0.064
S 0.303 -0.237 0.950
O -0.427 0.129 -0.024
O 0.158 0.832 0.254
N -0.110 -1.375 -1.143
C 0.022 0.864 0.701
C -1.304 -0.547 1.255
O 0.047 0.118 0.057
O 1.133 0.039 -1.393
H 0.061 -0.039 0.081
H 0.009 -0.065 0.076
H 0.079 -0.009 0.116
H 0.087 0.002 0.051
H 0.030 -0.027 -0.013
H -0.138 0.035 0.042
H -0.094 0.029 0.091
H -0.165 0.028 0.030
H 0.264 0.207 0.005

Output
Charge: 0
LUMO (alpha / beta) in eV: -1.5 / -1.5
Expectation value of S²: 0.76
ΔE to the lowest compared entry with this formula, charge and spin in eV: 3.216
Spin multiplicity: 2
M in g mol⁻¹: 848.854
HOMO (alpha / beta) in eV: -6.6898 / -6.5984